# 1
Below is a molecular structure, C14H9LiN4O4 in a non-equilibrium geometry, with properties calculated with ωB97M-V/def2-TZVPD.

```
32
Properties=species:S:1:pos:R:3:forces:R:3:nbo_charge:R:1
C -0.324 0.567 3.179 0.116 -0.308 0.806 -0.4265
Li -1.862 0.080 1.257 0.203 0.197 -0.541 0.8915
C 0.558 0.925 2.136 0.526 -2.058 0.244 -0.2581
C 0.660 -0.187 1.266 0.352 0.222 0.761 -0.3421
C -0.227 -1.232 1.714 -1.014 1.877 -0.038 -0.1587
C -0.900 -0.745 2.957 0.908 1.332 -1.850 -0.1797
C -2.235 -1.114 3.198 -1.252 -1.766 -0.186 -0.2888
C -2.906 -2.021 2.327 0.617 1.024 1.473 -0.3090
C -2.274 -2.474 1.160 1.645 -0.131 -0.682 -0.3109
C -0.965 -2.045 0.834 -1.101 -1.710 0.290 -0.2031
H -0.229 0.944 4.182 -0.555 0.804 0.180 0.1922
H 1.218 1.796 2.099 -0.456 -0.260 -0.004 0.2177
H 1.385 -0.273 0.474 -0.298 0.048 -0.478 0.2517
H -2.805 -0.672 4.023 0.248 -0.070 -0.224 0.1979
H -3.920 -2.352 2.545 0.141 0.245 -0.003 0.1969
H -2.803 -3.149 0.486 0.125 0.362 0.033 0.2111
H -0.536 -2.319 -0.124 -0.176 0.182 -0.022 0.2468
O 3.743 -1.127 -2.254 0.394 -0.057 -0.037 -0.5315
N 3.723 0.115 -2.319 -2.602 1.450 0.066 0.4795
C 2.438 0.768 -2.299 2.144 0.948 -0.005 -0.0876
C 1.271 0.003 -2.256 -2.018 -0.718 -0.136 -0.4982
C 0.099 0.778 -2.240 -2.272 -1.677 0.380 0.0208
N -1.229 0.362 -2.140 6.692 4.787 -0.592 0.2373
O -1.743 -0.742 -2.087 -2.361 -3.314 0.418 -0.6455
O -1.979 1.551 -2.119 -2.535 1.394 0.152 -0.3194
N -1.150 2.751 -2.188 1.406 -2.319 0.022 -0.2544
C 0.080 2.218 -2.246 -0.900 -0.336 0.108 0.3114
N 1.239 2.909 -2.279 0.597 0.683 -0.067 -0.5878
C 2.363 2.193 -2.303 0.776 -0.914 -0.038 0.0754
O 4.737 0.825 -2.408 1.285 -0.085 -0.049 -0.5536
H 1.257 -1.089 -2.252 0.005 0.549 0.006 0.2356
H 3.316 2.754 -2.323 -0.644 -0.379 0.012 0.1890
```
Forces are in eV/Å.

## Properties
HOMO energy: 1.87 eV
Kohn-Sham gap: 0.0832 Eh
charge: -2

=====

# 2
Below is a molecular structure, C63H50ClFOP3Ru, with properties calculated with ωB97M-V/def2-TZVPD.

```
120
Properties=species:S:1:pos:R:3:forces:R:3:lowdin_spin:R:1
Ru -0.022 0.092 0.542 0.128 -0.112 0.406 3.5511
Cl -2.133 2.089 1.592 -0.260 0.145 0.040 0.0760
C -3.028 1.091 2.711 0.132 -0.014 -0.125 0.0067
C -3.527 1.644 3.869 -0.031 0.082 0.115 0.0023
C -4.219 0.814 4.744 -0.025 -0.004 0.045 0.0063
C -4.391 -0.531 4.448 0.018 -0.047 -0.012 0.0008
C -3.881 -1.064 3.269 -0.048 -0.030 0.062 0.0080
C -3.192 -0.249 2.376 0.082 0.049 -0.063 0.0134
P -2.528 -0.812 0.773 -0.178 0.316 0.015 0.1339
C -2.859 -2.579 0.817 0.161 -0.008 0.111 0.0158
C -3.966 -3.148 0.195 -0.088 -0.090 -0.065 0.0064
C -4.183 -4.514 0.308 -0.025 -0.037 -0.026 0.0005
C -3.302 -5.308 1.035 0.005 0.027 -0.002 0.0044
C -2.201 -4.737 1.665 -0.050 -0.034 -0.015 -0.0004
C -1.984 -3.371 1.559 -0.048 -0.070 -0.030 0.0057
C -3.655 -0.050 -0.427 -0.045 -0.024 0.004 0.0213
C -4.993 0.184 -0.103 -0.050 -0.016 -0.009 0.0048
C -5.841 0.758 -1.039 0.024 0.007 -0.020 0.0016
C -5.363 1.098 -2.300 -0.007 -0.003 0.015 0.0013
C -4.032 0.869 -2.626 -0.027 -0.004 0.041 0.0004
C -3.181 0.304 -1.686 -0.140 0.020 0.011 0.0097
H -3.383 2.696 4.088 -0.002 -0.113 -0.034 0.0002
H -4.623 1.227 5.660 0.026 -0.038 -0.056 0.0003
H -4.929 -1.172 5.138 0.035 0.048 -0.060 0.0000
H -4.026 -2.114 3.043 0.006 0.070 0.014 0.0004
H -4.642 -2.539 -0.394 0.037 -0.014 0.058 0.0003
H -5.044 -4.962 -0.177 0.069 0.027 0.052 0.0001
H -3.477 -6.374 1.116 0.011 0.064 -0.012 0.0002
H -1.516 -5.352 2.237 -0.046 0.047 -0.045 -0.0001
H -1.129 -2.923 2.052 0.007 0.023 0.027 0.0014
H -5.375 -0.082 0.876 0.015 0.028 -0.041 0.0002
H -6.878 0.940 -0.783 0.055 -0.014 -0.018 0.0002
H -6.030 1.544 -3.029 0.040 -0.032 0.052 0.0001
H -3.658 1.125 -3.611 -0.013 -0.013 0.075 0.0000
H -2.148 0.127 -1.941 0.126 -0.033 -0.050 0.0075
C 6.088 0.673 -2.733 0.034 -0.038 0.062 0.0000
C 4.620 1.035 -3.014 -0.026 0.015 0.007 -0.0001
C 4.505 1.705 -4.397 -0.018 -0.007 -0.047 0.0000
C 3.777 -0.230 -2.998 0.151 0.070 -0.136 0.0011
C 4.092 -1.272 -3.864 0.084 0.017 -0.082 -0.0004
C 3.354 -2.441 -3.907 0.061 -0.023 -0.082 0.0014
C 2.273 -2.582 -3.064 -0.054 -0.114 0.044 0.0052
C 1.928 -1.565 -2.179 -0.140 -0.135 0.100 0.0218
P 0.464 -1.814 -1.122 0.098 -0.466 -0.260 0.1426
C 0.772 -3.426 -0.312 -0.074 -0.046 0.012 0.0185
C 1.245 -3.471 1.000 0.081 -0.183 -0.195 0.0052
C 1.550 -4.683 1.609 -0.005 0.099 -0.021 0.0000
C 1.378 -5.868 0.912 -0.007 -0.049 -0.067 0.0013
C 0.899 -5.837 -0.393 0.008 -0.046 0.031 0.0011
C 0.599 -4.630 -1.002 -0.094 0.008 0.025 0.0047
C -0.825 -2.102 -2.383 0.051 0.089 -0.041 0.0195
C -1.845 -3.036 -2.222 -0.018 0.008 -0.016 0.0090
C -2.819 -3.181 -3.204 0.016 -0.009 0.052 -0.0001
C -2.784 -2.397 -4.347 -0.027 -0.009 -0.028 0.0102
C -1.768 -1.462 -4.517 0.009 0.007 0.016 -0.0007
C -0.795 -1.316 -3.542 0.033 0.013 0.051 0.0099
C 2.681 -0.401 -2.167 0.004 0.343 0.252 0.0026
O 2.261 0.584 -1.284 0.079 0.105 -0.074 0.0552
C 2.975 1.775 -1.209 -0.113 -0.399 -0.057 0.0025
C 2.485 2.717 -0.315 -0.123 -0.005 0.149 0.0190
C 3.179 3.908 -0.133 -0.047 0.090 0.081 0.0048
C 4.332 4.158 -0.849 0.108 0.040 -0.021 0.0013
C 4.776 3.215 -1.760 0.042 0.062 -0.081 -0.0001
C 4.112 2.008 -1.964 0.178 -0.005 -0.096 0.0011
P 0.894 2.506 0.528 0.052 0.268 0.143 0.1367
C -0.181 3.730 -0.270 -0.101 -0.083 0.022 0.0229
C -1.098 3.276 -1.217 0.041 0.069 -0.022 0.0120
C -1.917 4.170 -1.893 0.004 -0.017 0.008 0.0007
C -1.820 5.528 -1.622 0.012 0.028 0.014 0.0007
C -0.903 5.989 -0.683 -0.002 0.002 0.002 0.0012
C -0.086 5.097 -0.005 -0.024 0.050 -0.041 0.0047
C 1.252 3.101 2.218 -0.107 -0.014 0.000 0.0099
C 2.475 2.772 2.804 0.057 -0.016 0.017 0.0056
C 2.760 3.151 4.108 0.011 -0.029 -0.064 0.0001
C 1.826 3.867 4.845 -0.022 0.005 0.024 0.0051
C 0.612 4.213 4.268 -0.003 -0.028 -0.047 -0.0004
C 0.323 3.831 2.964 0.060 0.064 -0.005 0.0043
H 6.474 -0.006 -3.496 -0.026 0.054 0.055 0.0000
H 6.192 0.188 -1.760 0.002 0.033 -0.060 0.0000
H 6.719 1.563 -2.743 -0.037 -0.045 -0.004 0.0000
H 4.857 1.035 -5.185 -0.023 0.063 0.078 0.0000
H 5.110 2.614 -4.436 -0.048 -0.081 0.000 0.0000
H 3.467 1.974 -4.613 0.071 -0.012 0.005 0.0000
H 4.940 -1.161 -4.531 -0.066 -0.012 0.056 0.0001
H 3.619 -3.235 -4.595 -0.011 0.058 0.044 0.0003
H 1.691 -3.493 -3.098 -0.008 0.031 0.011 0.0003
H 1.379 -2.562 1.556 0.025 0.208 0.135 0.0035
H 1.922 -4.694 2.628 -0.027 0.014 -0.095 0.0000
H 1.619 -6.817 1.380 -0.029 0.068 -0.031 0.0001
H 0.757 -6.761 -0.941 0.013 0.048 0.027 0.0002
H 0.203 -4.641 -2.010 0.052 0.020 0.022 0.0001
H -1.879 -3.668 -1.344 0.022 0.019 -0.054 0.0002
H -3.602 -3.922 -3.075 0.070 0.069 -0.008 -0.0001
H -3.540 -2.522 -5.115 0.055 0.012 0.067 0.0006
H -1.728 -0.855 -5.414 0.002 -0.050 0.066 -0.0002
H 0.000 -0.590 -3.688 -0.020 -0.046 -0.004 0.0003
H 2.819 4.641 0.579 0.003 -0.045 -0.039 0.0003
H 4.879 5.082 -0.703 -0.050 -0.080 -0.031 0.0002
H 5.667 3.427 -2.340 -0.050 -0.029 0.050 0.0001
H -1.174 2.216 -1.430 -0.017 -0.036 0.005 0.0111
H -2.633 3.805 -2.620 0.049 0.023 0.049 0.0001
H -2.462 6.231 -2.141 0.057 -0.050 0.035 0.0000
H -0.824 7.050 -0.477 -0.017 -0.070 -0.010 0.0002
H 0.616 5.472 0.730 -0.032 -0.026 -0.026 0.0003
H 3.219 2.223 2.238 -0.034 0.066 0.031 0.0007
H 3.719 2.897 4.546 -0.071 0.001 -0.038 0.0000
H 2.050 4.164 5.863 -0.010 -0.007 -0.078 0.0003
H -0.110 4.793 4.829 0.033 -0.030 -0.037 -0.0001
H -0.614 4.139 2.524 -0.030 -0.026 -0.002 0.0002
F 2.846 -0.596 5.958 0.071 -0.010 0.125 0.0232
C 2.203 -0.501 4.798 -0.030 -0.005 -0.009 0.0594
C 2.947 -0.484 3.631 0.101 -0.046 -0.102 0.0051
C 2.270 -0.363 2.431 -0.037 -0.130 0.117 0.1009
C 0.869 -0.276 2.401 -0.147 0.007 -0.419 0.2529
C 0.151 -0.320 3.605 0.186 0.036 0.119 0.0945
C 0.820 -0.427 4.814 -0.152 0.007 -0.019 0.0071
H 4.028 -0.561 3.680 -0.089 0.018 0.008 0.0000
H 2.845 -0.348 1.510 0.024 0.022 -0.051 0.0098
H -0.931 -0.268 3.615 0.011 0.023 0.004 0.0076
H 0.293 -0.457 5.761 0.055 0.003 -0.077 0.0001
```
Forces are in eV/Å.

## Properties
HOMO energy (spin up / spin down): -12.66 / -13.10 eV
Kohn-Sham gap (spin up / spin down): 0.3085 / 0.2229 Eh
spin multiplicity: 6
charge: +2
energy relative to the best compared isomer or geometry (same formula, charge and spin): 16.3 kJ/mol
<S²>: 8.770

=====

# 3
Below is C3H6N2O in the gas phase, with properties calculated with ωB97M-V/def2-TZVPD.

```
12
Properties=species:S:1:pos:R:3:forces:R:3:nbo_charge:R:1
C -0.628 -0.961 -0.755 -0.211 -0.300 0.116 -0.0233
C -1.564 -1.645 -0.102 -0.269 -0.381 -0.211 -0.4404
C -0.200 0.966 0.687 -0.232 -0.236 0.217 0.5317
H 1.549 0.185 -1.687 0.029 0.050 0.520 0.3481
H 2.022 -0.832 -0.472 -0.337 0.588 -0.021 0.3537
H -0.462 -1.152 -1.808 0.034 0.059 -0.099 0.1898
H -2.184 -2.349 -0.694 0.413 0.582 0.664 0.2160
H -1.724 -1.560 0.980 0.011 -0.012 -0.556 0.2108
H -1.297 0.886 0.852 0.290 0.017 -0.115 0.1160
N 1.556 0.067 -0.665 0.234 -0.599 -0.503 -0.6153
N 0.228 0.007 -0.214 0.062 0.264 0.162 -0.3296
O 0.495 1.768 1.250 -0.024 -0.032 -0.175 -0.5575
```
Forces are in eV/Å.

## Properties
HOMO energy: -9.28 eV
Kohn-Sham gap: 0.3701 Eh
SMILES: C=CN(N)C=O
energy relative to the best compared isomer or geometry (same formula, charge and spin): 226.8 kJ/mol

=====

Repeat the first record exactly.
Below is a molecular structure, C14H9LiN4O4 in a non-equilibrium geometry, with properties calculated with ωB97M-V/def2-TZVPD.

```
32
Properties=species:S:1:pos:R:3:forces:R:3:nbo_charge:R:1
C -0.324 0.567 3.179 0.116 -0.308 0.806 -0.4265
Li -1.862 0.080 1.257 0.203 0.197 -0.541 0.8915
C 0.558 0.925 2.136 0.526 -2.058 0.244 -0.2581
C 0.660 -0.187 1.266 0.352 0.222 0.761 -0.3421
C -0.227 -1.232 1.714 -1.014 1.877 -0.038 -0.1587
C -0.900 -0.745 2.957 0.908 1.332 -1.850 -0.1797
C -2.235 -1.114 3.198 -1.252 -1.766 -0.186 -0.2888
C -2.906 -2.021 2.327 0.617 1.024 1.473 -0.3090
C -2.274 -2.474 1.160 1.645 -0.131 -0.682 -0.3109
C -0.965 -2.045 0.834 -1.101 -1.710 0.290 -0.2031
H -0.229 0.944 4.182 -0.555 0.804 0.180 0.1922
H 1.218 1.796 2.099 -0.456 -0.260 -0.004 0.2177
H 1.385 -0.273 0.474 -0.298 0.048 -0.478 0.2517
H -2.805 -0.672 4.023 0.248 -0.070 -0.224 0.1979
H -3.920 -2.352 2.545 0.141 0.245 -0.003 0.1969
H -2.803 -3.149 0.486 0.125 0.362 0.033 0.2111
H -0.536 -2.319 -0.124 -0.176 0.182 -0.022 0.2468
O 3.743 -1.127 -2.254 0.394 -0.057 -0.037 -0.5315
N 3.723 0.115 -2.319 -2.602 1.450 0.066 0.4795
C 2.438 0.768 -2.299 2.144 0.948 -0.005 -0.0876
C 1.271 0.003 -2.256 -2.018 -0.718 -0.136 -0.4982
C 0.099 0.778 -2.240 -2.272 -1.677 0.380 0.0208
N -1.229 0.362 -2.140 6.692 4.787 -0.592 0.2373
O -1.743 -0.742 -2.087 -2.361 -3.314 0.418 -0.6455
O -1.979 1.551 -2.119 -2.535 1.394 0.152 -0.3194
N -1.150 2.751 -2.188 1.406 -2.319 0.022 -0.2544
C 0.080 2.218 -2.246 -0.900 -0.336 0.108 0.3114
N 1.239 2.909 -2.279 0.597 0.683 -0.067 -0.5878
C 2.363 2.193 -2.303 0.776 -0.914 -0.038 0.0754
O 4.737 0.825 -2.408 1.285 -0.085 -0.049 -0.5536
H 1.257 -1.089 -2.252 0.005 0.549 0.006 0.2356
H 3.316 2.754 -2.323 -0.644 -0.379 0.012 0.1890
```
Forces are in eV/Å.

## Properties
HOMO energy: 1.87 eV
Kohn-Sham gap: 0.0832 Eh
charge: -2